This record from OMol25 describes 3 unconnected molecules or ions with the total composition C31H62FN5O7P at a distorted geometry. The level of theory is ωB97M-V/def2-TZVPD.

Computed properties:
Charge: +1
Kohn-Sham gap in eV: 7.499
Molecular weight in g/mol: 666.84
Total energy in eV: -66933.136
F_max in eV/A: 2.8
HOMO in eV: -10.21

Last column: Löwdin charge in e.
CARTESIAN COORDINATES (ANGSTROEM)
C: -2.36632 0.60026 -1.68263  0.017
C: -1.52715 -0.00449 -0.76947  -0.128
C: -0.43104 0.82940 -0.08743  -0.130
C: 0.78349 -0.03239 0.38661  -0.275
C: 1.49672 -0.52200 -0.91811  -0.119
C: 1.05272 -1.88457 -1.48970  -0.186
C: 1.29125 -1.95215 -3.02783  -0.166
C: -0.03788 -1.73427 -3.78811  -0.139
C: 0.11970 -0.51975 -4.73889  -0.219
O: -0.64183 -0.69775 -5.91934  -0.149
C: -1.56567 0.34971 -6.18927  -0.261
C: -3.02324 -0.11707 -5.96870  -0.055
C: 0.33635 -1.15178 1.35656  -0.193
N: -0.82528 -0.58261 2.16650  0.129
C: -1.81176 -1.31133 2.14701  -0.281
O: -2.78317 -1.91391 1.83888  0.188
C: 1.36973 -1.63691 2.40814  -0.053
C: 2.50050 -0.62519 2.73165  -0.220
C: 3.73056 -1.06311 1.93822  -0.136
C: 4.97017 -0.16882 2.01241  -0.279
N: 6.08035 -0.73102 1.23488  0.006
N: 1.98815 0.74908 2.47611  0.020
C: 2.76131 1.86135 3.17850  -0.082
C: 1.83055 2.80964 3.94102  -0.181
C: 1.52785 2.34089 5.39328  -0.185
P: 2.17602 3.66305 6.48270  0.472
O: 3.55776 3.93263 6.09762  -0.248
O: 1.29778 4.95003 6.07339  -0.221
C: 1.59402 6.10167 6.91098  -0.260
C: 0.70211 7.27611 6.52914  -0.058
O: 2.02208 3.29634 8.03068  -0.176
C: 0.76820 2.67865 8.40287  -0.260
C: -0.45760 3.59148 8.30622  -0.073
C: 1.75869 1.00905 1.03700  -0.216
F: 1.30865 2.28994 0.95125  0.068
H: -3.17039 1.28072 -1.39609  0.064
H: -2.26897 0.38611 -2.75084  0.044
H: -1.65148 -1.05700 -0.52116  0.093
H: -0.11491 1.55452 -0.82670  0.116
H: -0.87986 1.40707 0.73415  0.123
H: 1.25758 0.22351 -1.68456  0.123
H: 2.58906 -0.53526 -0.85713  0.108
H: 1.68627 -2.66424 -1.04063  0.113
H: 0.03140 -2.15160 -1.23337  0.084
H: 1.72673 -2.92868 -3.23992  0.098
H: 2.04483 -1.19172 -3.25562  0.103
H: -0.31724 -2.60014 -4.38919  0.099
H: -0.85307 -1.57086 -3.07612  0.089
H: 1.17147 -0.48241 -5.04461  0.118
H: -0.13314 0.38892 -4.17734  0.110
H: -1.47786 0.56149 -7.26120  0.111
H: -1.34095 1.29055 -5.67935  0.112
H: -3.39082 0.24330 -5.00528  0.042
H: -3.11181 -1.19704 -6.06227  0.079
H: -3.61488 0.36709 -6.74855  0.077
H: -0.05459 -2.04144 0.86407  0.137
H: 0.87223 -1.96261 3.32022  0.127
H: 1.83932 -2.53798 2.00565  0.127
H: 2.67192 -0.72369 3.80341  0.160
H: 4.02619 -2.03254 2.35144  0.139
H: 3.52385 -1.27116 0.88324  0.111
H: 5.31686 -0.02567 3.03820  0.125
H: 4.73388 0.82042 1.58270  0.097
H: 6.91037 -0.19360 1.45749  0.076
H: 5.92935 -0.57961 0.24349  0.073
H: 1.05941 0.80219 2.91797  0.171
H: 3.42484 1.35501 3.88044  0.127
H: 3.39252 2.35195 2.44180  0.132
H: 2.30230 3.79027 3.93183  0.112
H: 0.89159 2.85836 3.38222  0.117
H: 0.44024 2.28073 5.49461  0.091
H: 1.98516 1.38608 5.65661  0.100
H: 1.36676 5.83310 7.94505  0.102
H: 2.65492 6.33235 6.80335  0.120
H: -0.27418 7.12455 6.99464  0.075
H: 1.11949 8.21031 6.90218  0.083
H: 0.57081 7.32094 5.44738  0.081
H: 0.55713 1.75726 7.85109  0.105
H: 0.87810 2.39905 9.45055  0.123
H: -1.29741 3.05813 8.75957  0.087
H: -0.71052 3.82047 7.27062  0.068
H: -0.31744 4.50176 8.89024  0.082
H: 2.72618 1.00698 0.53387  0.158
C: -6.16072 0.36206 -3.72825  -0.369
O: -6.60212 0.77564 -4.77945  0.020
N: -6.71104 -0.61926 -2.98632  -0.198
C: -6.12609 -1.06348 -1.73758  -0.057
C: -7.93261 -1.24986 -3.46015  -0.037
H: -5.23755 0.77554 -3.28192  0.118
H: -5.87572 -2.12441 -1.80634  0.091
H: -6.84075 -0.91677 -0.92464  0.091
H: -5.22007 -0.50044 -1.51896  0.062
H: -7.75714 -1.69852 -4.43839  0.094
H: -8.71632 -0.49872 -3.56246  0.095
H: -8.25187 -2.01691 -2.75898  0.086
C: 1.14839 -5.70112 -5.61556  -0.348
O: 0.81215 -4.94591 -4.71965  -0.002
N: 0.51478 -5.82201 -6.79205  -0.196
C: 0.96425 -6.74074 -7.82117  -0.053
C: -0.66135 -5.00210 -7.03936  -0.033
H: 2.02634 -6.36185 -5.52446  0.134
H: 1.20531 -6.18404 -8.72850  0.091
H: 0.17252 -7.45900 -8.04151  0.091
H: 1.84952 -7.28003 -7.49094  0.083
H: -0.39422 -3.94647 -6.96945  0.090
H: -1.42058 -5.21551 -6.28587  0.094
H: -1.06012 -5.21217 -8.02832  0.088

Cartesian forces, eV/Å:
-0.121 -0.546 -0.035
0.159 0.867 -0.019
-2.042 -0.410 1.299
0.184 0.852 -0.789
-0.774 -0.515 -0.358
1.207 -0.432 0.021
-0.754 -0.354 1.221
0.650 0.610 -0.527
0.056 -1.187 0.144
-0.072 0.950 0.730
-0.766 -0.753 -1.188
0.529 1.037 0.014
-0.352 0.449 1.508
0.069 -0.717 0.597
-1.800 -0.240 -2.159
1.752 0.895 1.548
0.337 -0.111 -0.775
-0.461 -1.757 -0.441
1.057 0.291 0.285
0.083 0.519 -0.786
-0.111 -0.033 0.285
-0.326 0.728 0.913
0.455 -0.104 0.370
0.102 -0.678 -0.350
-0.793 1.000 0.031
0.839 0.440 -0.969
0.983 -0.314 0.280
-0.571 -0.808 0.854
-0.161 0.614 0.066
-0.130 -0.647 0.011
-0.917 -0.215 -1.042
-0.902 0.147 0.969
0.253 -0.300 0.077
0.108 -0.497 -0.496
-0.071 0.208 0.231
1.450 1.687 -0.169
-1.511 -1.566 0.262
1.267 -0.443 -1.405
0.267 -0.075 0.071
0.343 -0.033 0.096
0.133 0.065 0.134
-0.089 0.032 0.248
-0.163 0.105 0.174
-0.039 0.142 -0.172
-0.126 0.073 -0.322
-0.102 -0.071 -0.274
0.245 -0.049 0.049
0.004 0.074 -0.114
-0.048 0.220 0.083
-0.008 0.141 -0.345
0.202 0.025 0.108
0.111 -0.213 0.242
-0.163 -0.348 0.004
0.054 0.034 0.052
-0.285 -0.161 0.199
0.336 0.248 -0.490
-0.248 0.200 -0.119
0.077 0.101 0.043
0.299 0.470 -0.049
-0.143 0.040 0.020
-0.329 0.151 0.108
-0.156 -0.037 -0.002
-0.163 0.019 0.450
0.131 -0.192 0.000
-0.077 -0.125 -0.011
-0.056 -0.263 -0.168
0.045 0.091 -0.084
-0.223 0.101 -0.052
-0.134 0.011 -0.004
0.078 0.362 0.041
0.102 -0.289 0.193
0.022 0.082 0.058
0.324 -0.017 -0.015
-0.057 -0.032 0.023
-0.045 0.163 -0.184
0.032 -0.037 -0.060
0.096 0.148 0.053
0.444 0.077 -0.151
0.268 -0.037 -0.102
0.031 0.001 -0.108
-0.035 0.180 0.105
0.042 0.046 -0.182
0.057 -0.163 0.183
0.113 0.103 -0.005
-0.076 -0.060 -0.038
0.113 -0.020 0.143
-0.264 -0.067 -0.171
0.087 0.183 -0.157
0.000 -0.048 0.069
0.058 0.008 0.134
0.098 -0.052 0.089
0.003 0.013 -0.060
-0.103 -0.019 0.001
-0.056 -0.079 -0.042
0.063 0.021 0.041
0.088 -0.054 0.012
-0.044 0.114 0.075
0.065 -0.106 -0.082
-0.219 0.181 0.009
0.118 0.068 0.228
-0.010 -0.012 -0.025
0.035 -0.111 -0.052
0.082 -0.056 -0.083
-0.007 0.033 0.052
-0.106 0.020 -0.020
-0.052 0.066 -0.049
0.060 -0.052 -0.006



This record from OMol25 describes a single CH2P2 molecule at a distorted geometry. The level of theory is ωB97M-V/def2-TZVPD.

Computed properties:
Kohn-Sham gap (spin up / spin down) in eV: 6.923 / 6.594
Relative energy (zero: lowest compared OMol25 entry of this formula, charge and spin) in eV: 1.951
SMILES: C=P#P
Molecular weight in g/mol: 75.97
Total energy in eV: -19643.312
F_max in eV/A: 4.4
HOMO (spin up / spin down) in eV: -8.50 / -8.50

Last column: natural (NBO) charge in e.
CARTESIAN COORDINATES (ANGSTROEM)
C: -0.64140 0.17666 -0.01985  -0.761
P: 0.85153 0.91412 -0.01573  0.275
P: 2.22317 -0.65341 -0.00388  0.064
H: -1.61654 0.55992 0.06538  0.214
H: -0.81677 -0.99729 -0.02593  0.209

Cartesian forces, eV/Å:
-0.470 -4.380 0.088
0.491 0.610 0.009
-0.105 -0.004 -0.035
-0.811 1.437 0.001
0.895 2.336 -0.063



This record from OMol25 describes 2 unconnected molecules or ions with the total composition C2H5NS at a distorted geometry. The level of theory is ωB97M-V/def2-TZVPD.

Computed properties:
Kohn-Sham gap in eV: 9.271
Relative energy (zero: lowest compared OMol25 entry of this formula, charge and spin) in eV: 3.310
Molecular weight in g/mol: 75.14
Total energy in eV: -14477.027
F_max in eV/A: 7.4
HOMO in eV: -8.57

Last column: natural (NBO) charge in e.
CARTESIAN COORDINATES (ANGSTROEM)
C: -0.32160 -0.04085 0.37741  -0.064
C: 0.87453 0.47585 -0.13589  -0.685
N: -1.08895 -1.03707 -0.05022  -0.679
S: -1.95908 0.50472 0.02345  0.206
H: -0.34001 -0.35951 1.82108  0.145
H: 0.89475 0.67575 -1.17201  0.228
H: 1.74271 -0.17629 -0.03536  0.229
H: 1.23043 1.40136 0.19220  0.243
H: -1.03278 -1.44395 -1.02065  0.378

Cartesian forces, eV/Å:
-0.453 -0.289 7.389
3.352 -0.121 -1.523
-2.307 -3.713 -2.754
-0.748 0.481 -0.413
0.744 1.588 -3.961
-0.786 -0.134 -1.704
-0.168 -0.471 0.440
-0.014 1.515 1.451
0.381 1.144 1.076